This record from OMol25 describes C4H4BIO2S in the gas phase in a non-equilibrium geometry. The level of theory is ωB97M-V with the def2-TZVPD basis set.

Structure (ORCA input):
```
! RIJCOSX wB97M-V def2-TZVPD def2/J DEFGRID3
* xyz 0 1
B -0.7566 1.3325 -0.0062
C -1.0636 -1.3679 -0.0343
C 1.4606 -2.0864 0.0205
C -0.4952 -0.1843 -0.0169
C 1.5334 -0.7765 0.0129
O -1.9586 1.7513 0.4697
O 0.2209 2.1478 -0.4602
S -0.1170 -2.8444 -0.0164
I 3.0648 0.5788 0.0352
H -2.1265 -1.5533 -0.0676
H 2.2804 -2.7877 0.0356
H -2.1176 2.6967 0.4638
H 0.0748 3.0933 -0.4361
*
```

Properties
- E_HOMO: -8.3 eV
- Lowest unoccupied orbital energy: 0.179 eV
- Orbital gap: 0.3108 Eh


This record from OMol25 describes a molecular structure, C15H14IrN3O7. The level of theory is ωB97M-V with the def2-TZVPD basis set.

Structure (ORCA input):
```
! RIJCOSX wB97M-V def2-TZVPD def2/J DEFGRID3
* xyz 2 1
Ir -0.2195 -0.2617 -0.2913
C -2.3871 2.2157 -1.5944
C -1.7647 0.8586 -1.6867
C -0.5107 0.6590 -2.3043
C 0.0919 -0.6372 -2.4278
C 1.4225 -0.8116 -3.0883
C -0.5913 -1.7453 -1.8524
C -1.7895 -1.5886 -1.1261
C -2.4190 -2.7475 -0.4189
C -2.3223 -0.2575 -1.0144
H -2.0544 2.7364 -0.6939
H -3.4718 2.1341 -1.5539
H -2.1113 2.8209 -2.4557
H 0.0191 1.5289 -2.6757
H 2.2381 -0.6705 -2.3759
H 1.5474 -0.0815 -3.8864
H 1.5129 -1.8155 -3.4990
H -0.0958 -2.7104 -1.8410
H -3.4387 -2.5178 -0.1187
H -1.8447 -3.0192 0.4684
H -2.4291 -3.6161 -1.0772
H -3.1900 -0.0904 -0.3858
O 4.6879 0.2729 5.2989
N 4.5232 -0.8442 4.8708
O 5.0869 -1.8544 5.2117
C 3.5514 -0.9826 3.7550
C 3.3485 -2.2351 3.1877
C 2.4599 -2.3530 2.1468
C 1.7091 -1.2630 1.6745
O 0.8096 -1.4933 0.7306
C 1.9656 -0.0136 2.2777
C 2.8946 0.1301 3.3147
N 1.3169 1.1931 1.8596
O 0.3799 1.1995 0.9536
O 1.6049 2.2354 2.3352
N 2.3234 -3.6899 1.5148
O 2.4721 -4.6365 2.2410
O 2.1019 -3.7211 0.3203
H 3.8897 -3.0994 3.5529
H 3.0892 1.0910 3.7718
*
```

Properties
- E_HOMO: -16.6 eV
- Lowest unoccupied orbital energy: -9.780 eV
- Orbital gap: 0.2494 Eh
- Relative energy (zero: lowest compared OMol25 entry of this formula, charge and spin): 16.3 kJ/mol


This record from OMol25 describes C8H11N4OP in the gas phase in a non-equilibrium geometry. The level of theory is ωB97M-V with the def2-TZVPD basis set.

Structure (ORCA input):
```
! RIJCOSX wB97M-V def2-TZVPD def2/J DEFGRID3
* xyz 0 3
C -3.5694 -0.4552 -0.3259
C -2.4964 -1.3971 -0.2977
C -3.4243 0.8884 -0.1694
C -1.1882 -0.8876 -0.1201
C -2.2165 1.4604 0.0100
C -1.0777 0.5119 0.0974
C 2.4952 -0.5170 -1.1558
C 2.4481 -1.6187 1.0928
N -1.7069 2.6800 0.1788
N -0.4503 2.6112 0.4128
N 0.0104 1.3074 0.3321
N 2.3373 -0.3940 0.2843
O 2.2306 2.2636 0.1840
P 1.6521 0.9895 1.0267
H -4.5552 -0.7631 -0.3930
H -2.8827 -2.4278 -0.4104
H -4.2282 1.5814 -0.0751
H -0.3926 -1.6083 -0.2430
H 3.3691 -1.0814 -1.5499
H 1.5332 -0.9078 -1.4247
H 2.6244 0.3826 -1.5929
H 1.4659 -1.9100 1.1997
H 3.0497 -2.2726 0.4279
H 3.0374 -1.5054 1.9709
H 1.9350 3.0694 0.5407
*
```

Properties
- E_HOMO (alpha / beta): -5.1 / -8.8 eV
- Lowest unoccupied orbital energy (alpha / beta): 0.768 / -3.042 eV
- Orbital gap (alpha / beta): 0.2154 / 0.2125 Eh


This record from OMol25 describes 2 unconnected molecules or ions with the total composition C5H11NO. The level of theory is ωB97M-V with the def2-TZVPD basis set.

Structure (ORCA input):
```
! RIJCOSX wB97M-V def2-TZVPD def2/J DEFGRID3
* xyz 0 1
C -0.8011 3.0249 -1.4573
C -1.3638 2.6848 -2.8210
N -2.2537 3.5970 -3.2847
O -1.0641 1.7002 -3.4536
H -0.0828 2.2654 -1.1648
H -0.3095 3.9946 -1.4876
H -1.6041 3.0612 -0.7245
H -2.6766 3.4501 -4.1856
H -2.5027 4.4172 -2.7629
C 0.9114 -2.8662 3.6289
C 1.2874 -3.6118 2.6074
C 1.8324 -3.0802 1.3247
H 0.9769 -1.7906 3.5981
H 0.5228 -3.2931 4.5378
H 1.2104 -4.6903 2.6648
H 2.8310 -3.4788 1.1466
H 1.2020 -3.3897 0.4915
H 1.8841 -1.9945 1.3420
*
```

Properties
- E_HOMO: -9.6 eV
- Lowest unoccupied orbital energy: 0.826 eV
- Orbital gap: 0.3837 Eh
- Relative energy (zero: lowest compared OMol25 entry of this formula, charge and spin): 88.9 kJ/mol
- Structure (SMILES): CC(N)=O.C=CC


This record from OMol25 describes a molecular structure, C36H25N6O2PPtS3. The level of theory is ωB97M-V with the def2-TZVPD basis set.

Structure (ORCA input):
```
! RIJCOSX wB97M-V def2-TZVPD def2/J DEFGRID3
* xyz 0 1
Pt -0.4778 0.0409 -0.1532
N -4.8403 6.3105 2.3932
C -4.5624 5.1177 1.7468
C -3.6321 5.0811 0.7034
C -3.3890 3.9055 0.0250
C -4.0703 2.7496 0.3827
C -5.0119 2.7715 1.4057
C -5.2556 3.9500 2.0823
S -3.7570 1.2635 -0.4843
O -4.9085 0.4190 -0.3563
O -3.2271 1.6097 -1.7744
N -2.4862 0.5285 0.2548
C -2.4158 0.2462 1.5795
N -3.3580 0.3980 2.5004
C -2.9997 0.0399 3.7298
C -1.7462 -0.4575 4.0687
C -0.8170 -0.5649 3.0522
N -1.1597 -0.2046 1.8254
H -4.1251 7.0171 2.3490
H -5.2665 6.2348 3.3018
H -3.1090 5.9872 0.4206
H -2.6875 3.8789 -0.7983
H -5.5443 1.8662 1.6546
H -5.9970 3.9767 2.8719
H -3.7590 0.1553 4.4957
H -1.5110 -0.7471 5.0809
H 0.1930 -0.9307 3.1918
C -2.9170 -1.4966 -5.4166
C -1.7954 -0.7840 -5.8173
C -0.9789 -0.1991 -4.8644
C -1.2911 -0.3072 -3.5067
C -2.4130 -1.0261 -3.1145
C -3.2205 -1.6210 -4.0695
P -0.1811 0.5057 -2.3428
C 1.4775 0.1114 -2.9242
C 2.4927 1.0611 -2.8751
C 3.7985 0.6851 -3.1525
C 4.0909 -0.6345 -3.4645
C 3.0772 -1.5821 -3.5191
C 1.7703 -1.2121 -3.2523
C -0.3388 2.2974 -2.3749
C -0.4748 3.0622 -3.5006
C -0.4257 4.4666 -3.3928
C -0.2114 5.0613 -2.1785
C -0.0813 4.2946 -0.9959
C 0.1057 4.8792 0.2815
C 0.1782 4.0853 1.3871
C 0.0567 2.6783 1.2852
C -0.1265 2.0668 0.0763
C -0.1759 2.8866 -1.0928
H -3.5509 -1.9643 -6.1588
H -1.5506 -0.6954 -6.8673
H -0.0821 0.3251 -5.1738
H -2.6579 -1.1238 -2.0685
H -4.0903 -2.1835 -3.7581
H 2.2695 2.0865 -2.6074
H 4.5899 1.4215 -3.1102
H 5.1135 -0.9293 -3.6591
H 3.3078 -2.6129 -3.7532
H 0.9815 -1.9560 -3.2735
H -0.6191 2.6011 -4.4694
H -0.5444 5.0732 -4.2807
H -0.1531 6.1412 -2.1057
H 0.1868 5.9564 0.3632
H 0.3230 4.5295 2.3641
H 0.1116 2.0919 2.1950
S -0.5396 -2.3779 -0.4568
C 1.1749 -2.3373 -0.2374
S 1.6929 -0.7250 0.1442
C 2.0348 -3.3906 -0.3700
C 1.5499 -4.6918 -0.6925
N 1.1559 -5.7383 -0.9650
C 3.4388 -3.1849 -0.2295
N 4.5713 -3.0152 -0.1088
*
```

Properties
- E_HOMO: -8.2 eV
- Lowest unoccupied orbital energy: -0.633 eV
- Orbital gap: 0.2766 Eh
- Relative energy (zero: lowest compared OMol25 entry of this formula, charge and spin): 0.0 kJ/mol


This record from OMol25 describes C5H7N3 in the gas phase in a non-equilibrium geometry. The level of theory is ωB97M-V with the def2-TZVPD basis set.

Structure (ORCA input):
```
! RIJCOSX wB97M-V def2-TZVPD def2/J DEFGRID3
* xyz 0 3
C -1.0147 0.8922 -0.0332
C -1.2270 -0.4328 -0.0005
C 1.9447 -0.2822 0.3783
C -0.8545 2.1658 0.0977
C -2.4201 -1.1228 0.0855
N 1.0518 -0.9302 -0.1461
N -0.1561 -1.3541 0.1415
N 3.1176 0.0629 -0.0663
H -0.8327 2.8048 1.0027
H -0.7379 2.8784 -0.8710
H -2.3951 -2.1217 -0.1585
H -3.3770 -0.6474 0.1403
H -0.4236 -2.3188 -0.0961
H 3.6034 -0.1873 -1.0024
H 3.7211 0.5933 0.5280
*
```

Properties
- E_HOMO (alpha / beta): -6.6 / -7.9 eV
- Lowest unoccupied orbital energy (alpha / beta): 1.227 / -0.313 eV
- Orbital gap (alpha / beta): 0.2893 / 0.2777 Eh
- Relative energy (zero: lowest compared OMol25 entry of this formula, charge and spin): 229.3 kJ/mol


This record from OMol25 describes a molecular structure, C26H37N4OSSi2Sn in a non-equilibrium geometry. The level of theory is ωB97M-V with the def2-TZVPD basis set.

Structure (ORCA input):
```
! RIJCOSX wB97M-V def2-TZVPD def2/J DEFGRID3
* xyz -1 1
Sn -0.0003 0.4859 -0.8683
C 1.5103 -2.5457 -2.8285
Si 1.5925 -0.6282 -2.7257
C 1.5317 -0.1573 -4.5885
C 3.4088 -0.4256 -2.1694
C 4.4617 -0.5971 -3.0702
C 5.7845 -0.5813 -2.6529
C 6.0693 -0.3872 -1.3081
C 5.0314 -0.1923 -0.4087
C 3.6948 -0.2012 -0.8136
Si 2.2855 0.2255 0.4271
C 2.7154 2.0780 0.6906
C 2.8644 -0.5388 2.0845
H 2.1884 -2.9547 -3.5829
H 0.4940 -2.8733 -3.0608
H 1.7769 -2.9793 -1.8609
H 2.1096 -0.8613 -5.1930
H 1.9260 0.8453 -4.7713
H 0.5010 -0.1806 -4.9509
H 4.2432 -0.7488 -4.1233
H 6.5886 -0.7273 -3.3662
H 7.0979 -0.3804 -0.9635
H 5.2696 -0.0300 0.6382
H 3.6963 2.1958 1.1599
H 1.9668 2.5523 1.3246
H 2.7406 2.6091 -0.2649
H 3.8658 -0.1875 2.3429
H 2.8856 -1.6308 2.0543
H 2.2026 -0.2382 2.8948
C -2.7453 -3.5421 -3.7977
C -2.9518 -2.0400 -3.6145
N -3.6549 -1.6813 -2.3928
C -5.1118 -1.6629 -2.4239
C -5.7208 -2.8766 -1.7238
C -3.0075 -1.3344 -1.2400
S -1.3341 -1.7857 -1.1513
N -3.7939 -0.8189 -0.3098
C -3.3865 -0.2724 0.8589
O -2.2414 -0.0707 1.2448
C -4.5212 0.1379 1.7607
C -4.2059 0.7990 2.9458
C -5.2083 1.1987 3.8145
C -6.5367 0.9357 3.5071
C -6.8560 0.2658 2.3338
C -5.8534 -0.1296 1.4610
H -2.1790 -3.7279 -4.7120
H -3.7015 -4.0639 -3.8668
H -2.1839 -3.9347 -2.9510
H -3.5249 -1.6384 -4.4549
H -1.9799 -1.5500 -3.5908
H -5.4232 -1.6382 -3.4698
H -5.4587 -0.7546 -1.9333
H -5.3667 -3.8014 -2.1798
H -6.8105 -2.8489 -1.7862
H -5.4239 -2.8748 -0.6755
H -3.1599 0.9823 3.1587
H -4.9549 1.7173 4.7316
H -7.3231 1.2612 4.1777
H -7.8934 0.0538 2.1030
H -6.0833 -0.6508 0.5419
C 0.2287 3.7647 3.6255
C -0.1060 2.3136 3.6988
N 0.0112 1.4554 2.7224
C -0.3547 0.2343 3.2286
C -0.6934 0.3560 4.5410
N -0.5323 1.6948 4.8395
H 0.0068 4.1278 2.6248
H 1.2933 3.9137 3.8169
H -0.3468 4.3381 4.3532
H -0.3534 -0.6372 2.5966
H -1.0395 -0.3524 5.2730
H -0.6923 2.1204 5.7330
*
```

Properties
- E_HOMO: -3.8 eV
- Lowest unoccupied orbital energy: 2.555 eV
- Orbital gap: 0.2342 Eh
- Relative energy (zero: lowest compared OMol25 entry of this formula, charge and spin): 83.7 kJ/mol


This record from OMol25 describes a gas-phase ion, C3H9N2O4S2 (charge -1) in a non-equilibrium geometry. The level of theory is ωB97M-V with the def2-TZVPD basis set.

Structure (ORCA input):
```
! RIJCOSX wB97M-V def2-TZVPD def2/J DEFGRID3
* xyz -1 1
C 0.6326 2.5029 0.1256
C -0.7062 1.5970 -0.1440
C -1.0254 0.4621 0.9926
N 0.1841 -0.1645 1.6439
S 1.0015 -1.3160 0.6200
O 1.7943 -0.7057 -0.5600
O 2.0576 -2.0428 1.5413
N -0.1605 -2.5580 0.1410
S -0.3569 -2.5982 -1.5945
O -0.6847 -1.2293 -2.2460
O -1.6065 -3.5168 -1.8854
H 0.5436 3.5344 -0.4347
H 0.8580 2.6165 1.2794
H 1.5456 1.8966 -0.3459
H -1.6277 2.3559 -0.1227
H -0.6480 1.1835 -1.2511
H -1.7394 -0.3532 0.5018
H -1.6620 0.9552 1.8691
H 0.8248 0.5296 2.0856
H 0.7752 -3.1492 -2.2161
*
```

Properties
- E_HOMO: -5.9 eV
- Lowest unoccupied orbital energy: 3.284 eV
- Orbital gap: 0.3363 Eh
- Relative energy (zero: lowest compared OMol25 entry of this formula, charge and spin): 311.9 kJ/mol
- Structure (SMILES): CCCNS(=O)(=O)N=[S@H](=O)[O-]


This record from OMol25 describes 2 unconnected molecules or ions with the total composition CHCl3NO in a non-equilibrium geometry. The level of theory is ωB97M-V with the def2-TZVPD basis set.

Structure (ORCA input):
```
! RIJCOSX wB97M-V def2-TZVPD def2/J DEFGRID3
* xyz -1 3
C 0.9827 -0.1802 -0.1449
N -1.8454 0.7995 0.1528
O -2.8506 0.0964 0.0338
Cl 1.0116 -1.9016 0.0336
Cl 2.4575 0.1765 -1.1176
Cl 1.4002 0.6504 1.5005
H -1.1559 0.3590 -0.4582
*
```

Properties
- E_HOMO (alpha / beta): -3.5 / -3.5 eV
- Lowest unoccupied orbital energy (alpha / beta): 3.721 / 2.977 eV
- Orbital gap (alpha / beta): 0.2662 / 0.2383 Eh
- Relative energy (zero: lowest compared OMol25 entry of this formula, charge and spin): 0.0 kJ/mol


This record from OMol25 describes a molecular structure, C29H35N3O2P2PdSe2. The level of theory is ωB97M-V with the def2-TZVPD basis set.

Structure (ORCA input):
```
! RIJCOSX wB97M-V def2-TZVPD def2/J DEFGRID3
* xyz -2 1
Pd -0.6358 0.5447 0.5426
N 1.2404 2.2335 -1.1010
P 1.2662 0.6574 -0.4495
C 2.8764 0.6134 0.4590
C 4.1068 0.8287 -0.1613
C 5.2786 0.8380 0.5789
C 5.2345 0.6136 1.9519
C 4.0177 0.3865 2.5762
C 2.8438 0.3912 1.8310
C 1.7948 -0.3309 -1.9085
C 1.8635 0.1832 -3.1964
C 2.2481 -0.6244 -4.2654
C 2.5622 -1.9548 -4.0495
C 2.4827 -2.4810 -2.7614
C 2.0992 -1.6820 -1.6992
P -0.0995 3.1316 -0.4942
C 0.6537 4.8030 -0.9142
C 0.9035 5.6811 0.1357
C 1.5132 6.9119 -0.0855
C 1.8842 7.2795 -1.3694
C 1.6406 6.4144 -2.4314
C 1.0288 5.1912 -2.2031
C -1.2897 3.0898 -1.9192
C -1.4638 1.9215 -2.6594
C -2.4178 1.8562 -3.6648
C -3.2199 2.9548 -3.9435
C -3.0677 4.1184 -3.2017
C -2.1136 4.1788 -2.1951
H 2.0307 2.7114 -1.5123
H 4.1504 0.9776 -1.2361
H 6.2291 1.0083 0.0856
H 6.1527 0.6088 2.5280
H 3.9699 0.1979 3.6415
H 1.8884 0.2146 2.3172
H 1.5986 1.2197 -3.3688
H 2.2953 -0.2095 -5.2658
H 2.8556 -2.5864 -4.8802
H 2.7096 -3.5264 -2.5874
H 2.0143 -2.1049 -0.7010
H 0.6135 5.3866 1.1386
H 1.7000 7.5822 0.7451
H 2.3600 8.2371 -1.5459
H 1.9254 6.6992 -3.4381
H 0.8234 4.5272 -3.0363
H -0.8654 1.0505 -2.4243
H -2.5473 0.9351 -4.2204
H -3.9707 2.8997 -4.7230
H -3.6949 4.9792 -3.4035
H -2.0054 5.0909 -1.6174
O -0.5233 1.0690 4.9703
C -1.2034 0.6356 3.7845
C -2.2729 -0.4221 4.0684
C -3.4938 0.2463 4.7045
O -3.1839 1.0432 5.8513
C -2.6962 -1.0879 2.7472
Se -3.0585 0.1121 1.2047
C -1.7535 -1.5163 5.0333
Se 0.1330 -2.1143 4.8272
H 0.0043 0.2875 5.2420
H -0.4982 0.2342 3.0507
H -1.6567 1.5170 3.3343
H -4.1957 -0.5365 5.0218
H -3.9884 0.8651 3.9484
H -2.2253 1.2044 5.8227
H -3.6104 -1.6630 2.9161
H -1.9139 -1.7894 2.4588
H -2.3968 -2.3915 4.9158
H -1.8676 -1.1679 6.0601
N 0.3642 -4.0356 1.8472
N 0.7173 -2.7700 1.2545
H 0.0068 -3.8451 2.7876
H 1.2356 -4.5348 1.9822
H 0.7676 -2.0650 1.9915
H -0.0709 -2.4867 0.6805
*
```

Properties
- E_HOMO: -1.1 eV
- Lowest unoccupied orbital energy: 4.048 eV
- Orbital gap: 0.1876 Eh
- Relative energy (zero: lowest compared OMol25 entry of this formula, charge and spin): 0.0 kJ/mol


This record from OMol25 describes 5 unconnected molecules or ions with the total composition CH14N2O4 in a non-equilibrium geometry. The level of theory is ωB97M-V with the def2-TZVPD basis set.

Structure (ORCA input):
```
! RIJCOSX wB97M-V def2-TZVPD def2/J DEFGRID3
* xyz 0 1
N 2.8747 0.3386 -0.1576
C 1.7906 0.6841 0.8761
N 0.5341 1.3485 0.5796
H 2.8052 0.8663 -1.0918
H 2.6244 -0.5437 -0.6150
H 2.3215 1.1862 1.7202
H 1.5130 -0.2720 1.2372
H 0.0655 0.7261 -0.0582
H 0.6352 2.2616 0.0770
O -2.9966 0.0031 -0.4630
H -3.5314 0.6365 0.0221
H -2.2321 -0.1945 0.1519
O -1.7525 0.7027 2.0453
H -1.3546 0.1728 2.7233
H -0.9830 1.2171 1.6549
O -0.8514 -0.6869 -2.2448
H -1.7435 -1.1220 -2.5181
H -1.4387 0.0646 -2.2035
O 0.8581 -2.2027 -0.5435
H -0.0955 -2.0219 -0.6557
H 0.9569 -3.1645 -0.5364
*
```

Properties
- E_HOMO: -9.4 eV
- Lowest unoccupied orbital energy: 0.503 eV
- Orbital gap: 0.3641 Eh
- Relative energy (zero: lowest compared OMol25 entry of this formula, charge and spin): 137.3 kJ/mol
- Structure (SMILES): NCN.O.O.O.O


This record from OMol25 describes 2 unconnected molecules or ions with the total composition C4H13N3O. The level of theory is ωB97M-V with the def2-TZVPD basis set.

Structure (ORCA input):
```
! RIJCOSX wB97M-V def2-TZVPD def2/J DEFGRID3
* xyz 0 1
N -0.8500 -1.2840 1.2959
C -1.8122 -1.4706 2.2259
N -3.0476 -0.7911 1.9252
O -1.6522 -2.1740 3.2007
H 0.0381 -1.7072 1.5032
H -0.8979 -0.5414 0.6205
H -3.7818 -1.4579 2.1421
H -3.1565 -0.0318 2.5949
C 1.0069 1.7723 0.2222
C 1.5464 1.2869 -1.1204
C 0.7986 0.0808 -1.6621
N 1.3310 -0.3119 -2.9700
H 1.2033 1.0444 1.0098
H -0.0646 1.9704 0.2028
H 1.4962 2.7017 0.5090
H 1.5206 2.0823 -1.8644
H 2.5996 1.0145 -0.9853
H -0.2625 0.3186 -1.7774
H 0.8515 -0.7355 -0.9251
H 0.8432 -1.1416 -3.2992
H 2.2901 -0.6246 -2.8483
*
```

Properties
- E_HOMO: -9.7 eV
- Lowest unoccupied orbital energy: 0.751 eV
- Orbital gap: 0.3825 Eh
- Relative energy (zero: lowest compared OMol25 entry of this formula, charge and spin): 42.4 kJ/mol
- Structure (SMILES): NC(N)=O.CCCN